DFT (the ωB97M-V functional and the def2-TZVPD basis) results for 2 unconnected molecules or ions with the total composition C28H47BN2O11S2.

Computed properties:
Charge   0
HOMO   -0.3140 Eh
Kohn-Sham gap   7.40 eV

XYZ file:
```
91
Properties=species:S:1:pos:R:3:mulliken_charge:R:1
S -1.1171 -1.3458 -1.3895 -0.247
S -2.0118 3.9215 2.3021 -0.165
O 0.4770 3.0085 0.5132 -0.366
O -0.0380 -5.9470 0.8904 -0.641
O 4.2755 -6.8692 1.1265 -0.465
O 4.9331 -10.2490 1.4736 -0.579
O 2.7646 -7.0945 -0.7750 -0.523
O 6.2198 -7.6431 1.9514 -0.591
O 2.1390 3.8590 -2.6350 -0.380
O -1.8167 3.3370 -2.5191 -0.387
O 1.0747 -6.0177 -1.7998 -0.670
O 3.2475 -8.9473 0.7446 -0.490
O 1.8583 -7.0460 1.4007 -0.514
N -0.9099 1.4628 -0.4981 0.787
N -5.3776 -0.5162 0.6512 -0.637
C 2.3714 1.4360 -2.6956 1.148
C -2.2678 -0.6185 -0.1686 -1.165
C 4.4561 -9.1772 1.2521 0.568
C 1.0341 0.5226 3.1592 -0.781
C 3.7670 0.1182 -0.9383 -1.155
C -5.2983 0.7465 0.7850 0.176
C 1.0047 -6.4595 0.5863 0.660
C -0.5137 -2.8778 -0.5939 -0.290
C 2.8858 -0.0202 1.4834 -1.125
C -1.7580 2.3390 1.4363 1.145
C 5.1274 -7.8198 1.5014 0.590
C 3.3242 0.2786 -2.4143 -1.127
C 0.0228 1.6881 3.2422 -1.148
C 2.4271 0.9290 2.5964 -0.937
C 2.1644 4.7158 -1.5180 -0.910
C -1.3405 1.3576 2.5852 -1.702
C -0.6367 2.3048 0.4436 -1.096
C -3.4994 3.1254 -0.2207 -1.239
C -6.4260 1.6686 0.3791 -1.593
C 1.0151 -2.9514 -0.6884 -0.030
C 1.5957 -6.4941 -0.8279 0.681
C -2.2657 0.8802 -0.4466 -0.901
C -4.0388 1.2860 1.4330 -1.210
C 2.7142 0.5615 0.0685 1.505
C -2.9586 1.8646 0.5141 1.911
C -4.1035 2.9193 -1.6271 -1.049
C -3.2139 3.3425 -2.8078 -1.002
C 3.0692 2.7858 -2.6163 -0.804
B 3.0419 -7.4977 0.6277 1.038
H 2.7143 5.6322 -1.7337 0.341
H 4.2144 0.4590 -3.0194 0.374
H -6.3871 1.8065 -0.7009 0.302
H -4.3414 2.0709 2.1297 0.890
H -0.1510 1.8983 4.2942 0.566
H -1.3843 2.7109 -3.0956 0.230
H 2.6248 4.2554 -0.6397 0.438
H -1.3273 0.3280 2.2500 0.164
H -2.6174 0.9545 -1.4759 0.568
H 2.3604 1.9549 2.2422 0.482
H 1.9986 1.3343 -3.7158 0.562
H -2.7317 3.8895 -0.2969 0.750
H 0.6603 -0.2788 2.5236 0.323
H 4.7000 0.6562 -0.7838 0.427
H 2.3033 -0.9346 1.5088 0.158
H -3.2616 -0.9884 -0.3894 0.451
H 3.9193 -0.3280 1.6348 0.560
H 1.3097 -3.9674 -0.8885 -0.264
H 1.1402 0.0883 4.1500 0.533
H 3.1525 0.9002 3.4060 0.375
H -0.8481 -2.8318 0.4380 0.413
H 0.4436 2.6017 2.8384 0.673
H -7.3721 1.1776 0.5873 0.542
H -6.2741 -0.7917 0.2523 0.251
H -0.9878 -3.7284 -1.0680 0.494
H 0.9326 3.0920 -0.3414 0.125
H 2.8969 -0.6508 -2.7821 0.384
H 1.1442 5.0128 -1.2659 0.191
H -5.0264 3.4895 -1.6934 0.512
H 1.4276 -2.5738 0.2405 -0.041
H -3.3949 2.6818 -3.6541 0.392
H 3.9662 -0.9391 -0.7703 0.399
H 3.7409 2.8410 -1.7578 0.424
H -0.2515 1.2724 -1.2398 0.146
H -6.3885 2.6471 0.8466 0.336
H -3.4931 4.3453 -3.1232 0.328
H 1.3594 -2.2892 -1.4804 0.068
H 1.7338 0.2544 -0.3048 -0.473
H -2.0083 -0.8978 0.8444 0.514
H -2.1217 1.4234 3.3407 0.833
H -4.3904 1.8752 -1.7533 0.441
H 3.6910 2.8749 -3.5082 0.435
H 2.7217 1.6515 0.1434 0.032
H -3.6524 0.4712 2.0365 0.495
H 1.4848 1.4201 -2.0576 -1.194
H -4.2881 3.5289 0.4048 0.539
H -1.3598 4.7330 1.4604 0.221
```

=====

DFT (the ωB97M-V functional and the def2-TZVPD basis) results for a single C2H3N5O molecule.

Computed properties:
ΔE to the lowest compared entry with this formula, charge and spin   466.1 kJ/mol
Charge   0
HOMO   -0.3726 Eh
Kohn-Sham gap   9.89 eV
Structure (SMILES)   [H]/N=C/n1nnc(O)n1

XYZ file:
```
11
Properties=species:S:1:pos:R:3:mulliken_charge:R:1
O -2.6874 -0.7195 0.0736 -0.494
N 0.6565 0.2276 0.1770 0.877
N -1.2086 1.0591 -0.2567 -0.288
N 2.7858 -0.8925 -0.3320 -0.507
N -0.2361 -0.7109 0.0986 -0.820
N -0.0078 1.4303 -0.0149 -0.413
C -1.3841 -0.2591 -0.1173 0.675
C 2.0561 0.1436 0.1643 0.067
H -2.6718 -1.7788 0.3128 0.380
H 3.7420 -0.7761 0.2527 0.286
H 2.4677 1.2087 0.8602 0.237
```

=====

DFT (the ωB97M-V functional and the def2-TZVPD basis) results for 16 unconnected molecules or ions with the total composition BF4H30O15.

Computed properties:
ΔE to the lowest compared entry with this formula, charge and spin   57.7 kJ/mol
Charge   -1
HOMO   -0.2809 Eh
Kohn-Sham gap   9.86 eV

XYZ file:
```
50
Properties=species:S:1:pos:R:3:mulliken_charge:R:1
F 21.0395 -0.1712 8.1114 -0.255
F 20.4877 2.0691 8.5015 -0.449
F 18.8406 0.3981 8.3562 -0.516
F 20.2152 0.7131 10.0219 0.059
O 22.8381 -0.7709 5.5070 -0.608
O 18.0680 3.2184 7.8990 -0.711
O 20.1861 -1.9992 6.1717 -0.647
O 23.7912 -0.3633 8.5949 -0.701
O 18.6510 2.7888 11.0154 -0.758
O 20.9104 3.7005 6.3552 -0.637
O 20.0651 0.9275 5.4960 -0.743
O 22.7110 1.6809 6.8614 -0.618
O 21.4530 -0.0271 12.3673 -0.746
O 18.5126 0.6806 12.8526 -0.697
O 21.9881 -2.7294 8.2770 -0.699
O 21.8260 2.5692 11.1171 -0.827
O 20.0692 -2.1934 10.9466 -0.690
O 17.5655 -0.7427 10.5335 -0.764
O 15.8051 -1.1174 8.4603 -0.665
B 20.1861 0.7756 8.7187 1.187
H 18.4393 1.4401 12.2762 0.388
H 23.1271 2.1314 6.1605 0.291
H 22.6674 2.5141 10.6938 0.348
H 17.7522 -0.4214 11.4074 0.372
H 19.3545 3.4570 11.0381 0.339
H 21.0994 -2.0177 6.3678 0.392
H 21.8052 0.8465 12.1528 0.334
H 23.1111 0.1182 8.0993 0.144
H 21.1741 2.1699 10.5651 0.181
H 20.4693 -1.3262 10.9671 0.361
H 19.8243 -2.2583 7.0119 0.343
H 18.5588 2.6609 10.1069 0.354
H 17.2057 2.9302 7.5684 0.306
H 20.5075 0.0327 12.4997 0.256
H 18.1993 -0.2558 9.9673 0.235
H 23.7049 -1.0582 5.8161 0.348
H 16.4003 -1.1182 9.1844 0.394
H 19.6719 -2.2612 10.0687 0.350
H 17.8406 0.6635 13.4785 0.273
H 20.6182 3.7546 7.2416 0.282
H 23.8383 -1.1394 8.0455 0.311
H 20.3266 0.1182 5.9817 0.378
H 22.0984 2.3309 7.1883 0.177
H 21.6704 -1.8492 8.2851 0.423
H 21.0459 4.6128 6.0484 0.269
H 20.2776 1.6151 6.0826 0.398
H 21.8646 -3.1681 9.1261 0.346
H 15.8467 -0.1584 8.3366 0.276
H 22.6617 0.0011 6.0738 0.366
H 18.6453 2.4719 7.9977 0.251
```

=====

DFT (the ωB97M-V functional and the def2-TZVPD basis) results for a single C4H7NS2 molecule.

Computed properties:
ΔE to the lowest compared entry with this formula, charge and spin   693.8 kJ/mol
Charge   0
HOMO (spin up / spin down)   -0.2665 / -0.3193 Eh
Kohn-Sham gap (spin up / spin down)   5.05 / 8.78 eV

XYZ file:
```
14
Properties=species:S:1:pos:R:3:mulliken_charge:R:1
S 1.8148 -1.3191 0.0237 -0.222
S 1.1886 0.5478 0.3942 0.302
N -0.3515 0.8599 0.3709 -0.505
C -0.9829 -1.0611 -1.0228 -1.142
C -2.2247 -0.4939 0.9350 -1.259
C -1.2148 -0.2119 0.0559 1.158
C 2.1728 1.6400 -0.4248 -0.563
H 2.0351 1.4660 -1.5262 0.266
H -2.4572 0.0874 1.7289 0.368
H 1.5423 0.6307 1.7494 0.187
H -1.4812 -2.0094 -1.1048 0.274
H 3.2257 1.9289 -0.2072 0.363
H -0.4608 -0.7616 -1.8546 0.411
H -2.8062 -1.3037 0.8825 0.362
```

=====

DFT (the ωB97M-V functional and the def2-TZVPD basis) results for a molecular structure, C5H4LaNO5.

Computed properties:
ΔE to the lowest compared entry with this formula, charge and spin   256.7 kJ/mol
Charge   +2
HOMO   -0.6134 Eh
Kohn-Sham gap   6.16 eV

XYZ file:
```
16
Properties=species:S:1:pos:R:3:mulliken_charge:R:1
La -1.2186 0.8631 -0.1073 1.622
O 0.7893 -1.7876 -2.2087 -0.101
O 0.1854 1.1167 -3.7854 -0.048
O 2.1817 1.6433 -0.6062 0.031
O 0.3316 -4.7072 -1.3287 -0.156
O 1.5293 -1.6625 0.7995 -0.066
N -0.8587 1.3184 2.9170 -0.784
C -0.4297 -3.8625 -1.5974 0.169
C 0.4745 0.8429 -2.6738 -0.005
C 0.5189 -0.7297 -1.7666 0.244
C 0.6515 -0.9539 0.6909 0.141
C 1.1655 1.4726 -0.1343 0.238
H -1.5583 1.9500 3.2958 0.320
H 0.0313 1.7550 3.1581 0.300
H -0.9107 0.4982 3.5344 0.308
H -2.8831 2.2432 -0.1873 -0.211
```

=====

Going through the records in order, we get max |F| values of 1.123 7.331 4.572 3.829 10.099 eV Å⁻¹.